Entry from the OMol25 dataset: a 7-piece molecular cluster, H12IO6 overall (ωB97M-V with the def2-TZVPD basis set).

Its expectation value of S² is 0.753. As for the spin multiplicity: 2. The largest force on an atom comes out at 0.4 eV/Å. For the energy, the calculation gives -756.2677 Ha.

Atoms and positions in Å:
I (-0.3994, 0.6078, 0.8533)
O (2.3261, 0.2850, -1.3687)
H (1.7336, 0.8520, -1.8624)
H (1.7513, -0.2198, -0.7933)
O (-0.0270, -2.5910, 2.9757)
H (0.2399, -3.3590, 2.4706)
H (-0.0753, -1.8849, 2.3313)
O (-1.0178, -2.5696, -0.9251)
H (-0.3538, -2.8708, -1.5454)
H (-0.7891, -1.6561, -0.7536)
O (-2.5438, 1.5114, -2.2351)
H (-2.2608, 1.4544, -1.3225)
H (-1.9625, 0.9129, -2.7044)
O (-1.9852, 3.9845, 0.4951)
H (-1.5500, 3.1319, 0.4998)
H (-1.7103, 4.3897, -0.3274)
O (2.9582, -0.7541, 1.7737)
H (2.0947, -0.6945, 1.3649)
H (3.5712, -0.5298, 1.0735)

Atomic forces in eV per Å
I -0.065 0.103 0.170
O 0.271 0.011 0.104
H -0.106 0.211 -0.239
H -0.139 -0.275 0.020
O -0.080 0.065 0.269
H 0.059 -0.241 -0.127
H 0.002 0.105 -0.115
O -0.148 -0.129 0.146
H 0.165 -0.178 -0.208
H 0.020 0.245 0.004
O -0.085 0.195 -0.118
H -0.040 0.021 0.252
H 0.082 -0.195 -0.197
O -0.138 0.075 0.185
H 0.100 -0.149 0.065
H 0.002 0.163 -0.258
O 0.023 -0.076 0.211
H -0.189 -0.065 0.065
H 0.265 0.115 -0.227

---

Entry from the OMol25 dataset: one molecule with the formula C14H15ClN4O3S (ωB97M-V with the def2-TZVPD basis set).

The structure (SMILES) is CCNC(=O)NS(=O)(=O)c1cnccc1Nc1cccc(Cl)c1. The largest force on an atom comes out at 18.9 eV/Å. For the energy, the calculation gives -1845.1140 Ha.

Atoms and positions in Å:
C (-3.5778, -1.1099, -2.6440)
C (-4.4958, -0.1199, -2.0993)
N (-3.8666, 0.3872, -1.1152)
C (-4.2812, 0.2354, 0.3641)
O (-5.2791, -0.4246, 0.8602)
N (-3.3383, 0.9091, 1.1087)
S (-1.6540, 1.0391, 0.9332)
O (-1.1605, 1.7607, 2.1700)
O (-1.6395, 1.9969, -0.3433)
C (-1.0306, -0.7162, 0.4304)
C (-1.7591, -1.6052, 0.7708)
N (-1.3290, -2.9097, 0.3094)
C (-0.1679, -3.0052, 0.0499)
C (0.7570, -2.0498, -0.2500)
C (0.2158, -0.6569, 0.1067)
N (1.0618, 0.6463, -0.2458)
C (2.2913, 0.7355, -0.3005)
C (2.7456, 1.9497, -1.4175)
C (4.0306, 2.0280, -1.2386)
C (5.0331, 1.2175, -0.8460)
C (4.4920, 0.1338, 0.0293)
Cl (5.6913, -1.0814, 0.6661)
C (3.2200, -0.1797, 0.0393)
H (-2.5743, -0.6348, -3.1031)
H (-3.1820, -1.7847, -2.0383)
H (-4.1373, -1.5669, -3.2964)
H (-4.8148, 0.8721, -2.7634)
H (-5.4142, -0.5695, -1.8432)
H (-3.1093, 1.0679, -1.1407)
H (-3.6222, 0.7916, 2.1051)
H (-2.8037, -1.7896, 1.1177)
H (0.2638, -3.9324, -0.3034)
H (1.6584, -2.0410, -0.8821)
H (0.4182, 1.5013, -0.2569)
H (2.0976, 2.4872, -1.5820)
H (4.4251, 2.6369, -2.0054)
H (6.1270, 1.4121, -1.1215)
H (3.0001, -1.0220, 0.8481)

Atomic forces in eV per Å
C 3.500 4.423 -3.228
C -2.949 1.219 -5.939
N 1.783 3.675 13.899
C -2.256 -2.360 -4.214
O 4.546 3.133 -2.315
N 0.056 -0.697 3.514
S -1.259 6.712 -1.693
O -1.097 -3.227 -3.176
O 1.074 -3.814 3.729
C 1.549 12.809 1.216
C -8.110 -13.551 0.686
N -8.715 2.303 4.745
C 8.633 -2.885 -4.431
C -0.390 7.603 0.958
C 10.000 -1.756 -4.759
N -12.120 -2.654 2.462
C 5.391 4.007 -5.677
C 7.584 -14.459 9.479
C 3.048 2.438 -4.294
C 0.732 -3.781 4.071
C 7.413 1.771 -3.434
Cl -1.007 1.042 -0.319
C -2.421 -3.256 4.576
H -2.427 -0.756 0.511
H 1.069 -2.803 3.541
H -2.096 -3.104 -4.589
H 0.628 -2.911 0.366
H -1.170 -0.514 0.613
H -0.287 -0.099 -0.656
H 0.630 0.362 -0.736
H 0.991 1.430 -0.053
H -0.601 -1.141 0.272
H -0.337 -0.773 0.938
H 1.282 -1.521 -0.453
H -11.407 10.088 -3.793
H 0.777 1.972 -0.591
H -1.943 -0.539 0.828
H -0.096 1.614 -2.056

---

Entry from the OMol25 dataset: a 3-piece molecular cluster, C5H16NO2 overall (ωB97M-V with the def2-TZVPD basis set).

Its total charge is +1. The largest force on an atom comes out at 1.8 eV/Å. For the energy, the calculation gives -405.0735 Ha.

Atoms and positions in Å:
C (0.3145, -1.9181, 0.9298)
C (0.9079, -1.3895, -0.3618)
C (1.3786, 0.0481, -0.1713)
C (1.2332, 1.0544, -1.0140)
C (1.8470, 2.4286, -0.7391)
N (-1.1073, -1.5420, 1.2625)
H (0.9194, -1.5093, 1.7321)
H (0.4076, -3.0018, 1.0549)
H (0.3720, -1.5492, -1.2714)
H (1.8312, -1.9193, -0.5956)
H (1.8604, 0.2141, 0.7880)
H (0.7185, 1.1018, -1.9730)
H (2.1913, 2.8629, -1.6673)
H (2.7511, 2.2991, -0.1349)
H (1.1232, 3.0492, -0.2026)
H (-1.4795, -0.5977, 1.0079)
H (-1.1835, -1.5106, 2.2870)
H (-1.7428, -2.2548, 0.9202)
H (-2.2099, 1.8055, 0.1272)
H (-2.9550, 1.4455, 1.5062)
O (-2.1437, 1.4031, 0.9929)
H (-0.9494, -0.3050, -1.7547)
H (-2.3064, 0.2952, -1.4261)
O (-1.7782, -0.5101, -1.2969)

Atomic forces in eV per Å
C 0.692 -0.260 0.068
C 1.036 0.931 0.217
C -1.032 -0.672 -0.423
C 0.605 1.663 0.100
C 0.193 -1.102 0.479
N -0.252 0.520 0.956
H 0.014 0.134 0.169
H -0.378 0.146 -0.286
H -0.825 -0.109 -0.314
H 0.098 -0.530 0.546
H 0.303 0.148 -0.142
H -0.131 -0.950 0.073
H -0.260 0.395 -0.183
H -0.277 0.165 0.165
H 0.233 0.222 -0.278
H 0.627 -0.209 -0.806
H -0.043 -0.448 -0.222
H -0.280 0.111 -0.218
H -0.503 0.324 0.153
H -0.242 0.512 -0.478
O 0.759 -0.967 0.619
H -0.277 -0.052 0.083
H 0.032 -0.564 -0.064
O -0.091 0.594 -0.214

---

Entry from the OMol25 dataset: an isolated ion of composition C4H12N2O and charge +2 (ωB97M-V with the def2-TZVPD basis set).

The structure (SMILES) is [NH3+]CC[C@H]([NH3+])C=O. Its total charge is +2. The largest force on an atom comes out at 1.8 eV/Å. For the energy, the calculation gives -343.7059 Ha.

Atoms and positions in Å:
N (2.3089, 1.6518, -0.7617)
C (0.8716, 1.3160, -0.4845)
C (0.8397, 0.1880, 0.6004)
C (-0.5810, -0.3413, 0.8523)
N (-0.5078, -1.8507, 1.0424)
C (-1.6304, -0.1140, -0.2848)
O (-1.9695, -1.0157, -0.9806)
H (2.4161, 2.5685, -1.2178)
H (2.8337, 1.8391, 0.1011)
H (2.8052, 1.0073, -1.3820)
H (0.4113, 1.0516, -1.4371)
H (0.2851, 2.1992, -0.2247)
H (1.3104, 0.6524, 1.4674)
H (1.4927, -0.6145, 0.2510)
H (-1.0045, 0.0205, 1.7908)
H (0.4256, -2.1796, 1.2851)
H (-1.0879, -2.1884, 1.8080)
H (-0.8178, -2.3592, 0.2022)
H (-2.2170, 0.8231, -0.1984)

Atomic forces in eV per Å
N 0.131 1.662 0.068
C -0.531 -0.756 -0.197
C 0.026 1.345 -1.165
C 0.081 -0.787 0.143
N 0.206 -0.248 0.165
C -0.787 0.128 1.443
O 0.350 -0.327 -0.459
H -0.421 -0.055 -0.330
H 0.130 -0.655 0.045
H -0.031 -0.353 0.307
H 0.309 -0.499 -0.084
H 0.630 0.211 0.520
H -0.267 -0.426 0.406
H -0.065 -0.072 -0.004
H 0.060 0.343 -0.174
H 0.220 0.039 -0.097
H -0.427 0.114 0.147
H -0.103 0.229 -0.295
H 0.487 0.108 -0.440

---

Entry from the OMol25 dataset: H16O8Y as an isolated structure (ωB97M-V with the def2-TZVPD basis set).

Its total charge is +3. The largest force on an atom comes out at 2.1 eV/Å. For the energy, the calculation gives -648.9974 Ha.

Atoms and positions in Å:
Y (-0.0218, 0.0517, 0.0248)
O (-0.3835, 2.2593, -0.3883)
H (-1.2244, 2.7185, -0.6467)
H (0.1133, 2.9840, -0.0650)
O (0.3663, 0.3477, -2.2761)
H (1.1146, 0.8586, -2.5244)
H (-0.1486, -0.0086, -2.9939)
O (1.2750, -1.7906, -0.7342)
H (1.4014, -2.0337, -1.6556)
H (2.0299, -2.1938, -0.2833)
O (2.0910, 0.9366, -0.2025)
H (2.8994, 0.6314, -0.6009)
H (2.2759, 1.8550, -0.0584)
O (-2.1427, 0.2172, -1.0929)
H (-2.6104, 0.6755, -1.7793)
H (-2.7875, -0.4289, -0.7871)
O (-1.3020, 0.4944, 1.9162)
H (-1.3822, -0.0767, 2.6893)
H (-1.6996, 1.3084, 2.2184)
O (-1.1398, -1.8735, 0.6675)
H (-1.2164, -2.7100, 0.1971)
H (-1.3850, -1.8505, 1.6226)
O (1.2125, -0.6123, 1.8944)
H (1.3140, -0.1976, 2.7394)
H (1.3506, -1.5620, 2.1189)

Atomic forces in eV per Å
Y -0.114 -0.561 -0.846
O -1.987 0.403 -0.399
H 0.626 -0.730 0.062
H 1.213 1.475 0.640
O -0.951 -0.895 1.435
H 0.879 0.663 -1.134
H 0.037 0.124 -0.983
O 0.330 -0.016 0.222
H -0.037 -0.094 -0.463
H 0.006 -0.180 0.116
O -0.285 0.191 -0.112
H 0.819 -0.725 -0.275
H 0.288 1.177 0.328
O 0.375 -0.719 0.795
H -0.310 0.706 -0.911
H -0.314 -0.260 0.225
O 0.028 -0.142 0.298
H 0.006 -0.028 0.273
H -0.479 0.828 0.045
O -0.013 1.049 0.726
H -0.256 -0.599 0.633
H -0.224 -1.231 -1.320
O -0.021 -1.944 -0.094
H 0.336 0.891 1.028
H 0.045 0.618 -0.288

---

Entry from the OMol25 dataset: a 2-piece molecular cluster, C4H12NS2 overall (ωB97M-V with the def2-TZVPD basis set).

Its total charge is +1. The largest force on an atom comes out at 0.6 eV/Å. For the energy, the calculation gives -1010.4668 Ha.

Atoms and positions in Å:
C (-3.6615, -0.8361, 0.1987)
S (-1.9741, -0.9814, -0.4236)
S (-0.8958, -0.1807, 1.1219)
C (-0.9916, 1.6032, 0.8023)
H (-3.7724, -1.3863, 1.1258)
H (-3.9140, 0.2092, 0.3412)
H (-4.3116, -1.2605, -0.5629)
H (-2.0284, 1.9161, 0.6840)
H (-0.5826, 2.1249, 1.6685)
H (-0.4325, 1.8754, -0.0922)
C (3.4398, 0.1100, -0.1146)
C (1.6064, -0.9991, -1.2777)
N (2.0424, -0.3273, -0.2987)
H (4.1094, -0.7165, -0.3218)
H (3.5524, 0.4721, 0.9026)
H (3.6278, 0.9356, -0.7940)
H (2.3098, -1.4268, -1.9780)
H (0.5307, -1.1475, -1.3611)
H (1.3460, 0.0156, 0.3794)

Atomic forces in eV per Å
C 0.014 0.049 0.007
S 0.120 0.004 -0.014
S -0.008 0.161 0.084
C -0.129 0.157 -0.060
H 0.008 -0.075 0.061
H -0.071 0.064 -0.001
H -0.009 -0.031 -0.056
H 0.054 -0.076 0.015
H 0.045 -0.097 0.013
H -0.040 0.013 0.011
C -0.237 -0.037 0.099
C -0.224 -0.206 0.228
N 0.297 0.547 -0.004
H 0.096 -0.038 0.034
H 0.072 -0.172 0.027
H 0.043 0.030 -0.093
H -0.014 0.073 -0.231
H 0.190 -0.150 0.001
H -0.205 -0.217 -0.121

---

Entry from the OMol25 dataset: one molecule with the formula C5H5Cl (ωB97M-V with the def2-TZVPD basis set).

Its expectation value of S² is 2.029. As for the spin multiplicity: 3. The largest force on an atom comes out at 3.0 eV/Å. For the energy, the calculation gives -653.5030 Ha.

Atoms and positions in Å:
C (-2.2966, 1.2553, 0.1744)
C (-1.2790, 0.6564, -0.1066)
C (0.5114, -1.1156, -0.1439)
C (-0.2205, 0.0878, -0.7140)
C (1.4765, -0.2985, 0.6476)
Cl (2.7688, 0.5426, -0.0881)
H (-3.3391, 1.6277, 0.3328)
H (-0.0595, -1.7447, 0.5767)
H (0.8661, -1.8684, -0.7848)
H (0.2146, 0.7071, -1.5266)
H (1.3572, 0.1504, 1.6325)

Atomic forces in eV per Å
C -2.646 0.923 0.817
C -0.311 -0.050 -0.586
C -0.907 1.827 2.157
C -0.414 -0.526 -1.697
C 2.224 -0.611 1.420
Cl 0.100 -0.144 -0.551
H 1.828 -0.521 -0.138
H -0.224 0.972 -0.296
H 1.109 -0.266 -1.440
H -0.050 -0.894 0.547
H -0.710 -0.710 -0.232

---

Entry from the OMol25 dataset: a 4-piece molecular cluster, C18H28IN3O6 overall (ωB97M-V with the def2-TZVPD basis set).

The structure (SMILES) is O=COCCOC(=O)OCC(=O)I.CCCC#N.CCCC#N.CCCC#N. The largest force on an atom comes out at 1.8 eV/Å. For the energy, the calculation gives -1616.0392 Ha.

Atoms and positions in Å:
O (7.2900, -1.4914, 2.5147)
C (6.8007, -1.4463, 1.4205)
O (7.0926, -0.5481, 0.4702)
C (7.3620, 0.7722, 0.9399)
C (6.2871, 1.6834, 0.3942)
O (5.0653, 1.3351, 1.0456)
C (4.1546, 2.3361, 1.0481)
O (4.3633, 3.4423, 1.4912)
O (2.9439, 1.9825, 0.5506)
C (2.3986, 0.7927, 1.1082)
C (2.4491, -0.4330, 0.1940)
O (1.6932, -1.3405, 0.3802)
I (3.8412, -0.6020, -1.4327)
H (6.0499, -2.1759, 1.1160)
H (8.3122, 1.0997, 0.5404)
H (7.3370, 0.8434, 2.0182)
H (6.5490, 2.7236, 0.5462)
H (6.2203, 1.5122, -0.6768)
H (1.3346, 0.9788, 1.3054)
H (2.8514, 0.5145, 2.0561)
C (-2.1691, 2.4289, -2.4873)
C (-1.8763, 1.1216, -1.7622)
C (-0.4128, 0.9944, -1.3283)
C (0.4878, 1.0325, -2.4856)
N (1.1847, 1.0623, -3.3936)
H (-1.5951, 2.5085, -3.4122)
H (-3.2250, 2.4902, -2.7478)
H (-1.9273, 3.2876, -1.8588)
H (-2.1381, 0.2822, -2.4122)
H (-2.5103, 1.0528, -0.8786)
H (-0.2535, 0.0554, -0.8001)
H (-0.1442, 1.8083, -0.6530)
C (-1.6688, -3.2032, 2.8583)
C (-0.8870, -2.5653, 4.0008)
C (-1.1278, -1.0556, 4.1177)
C (-0.7153, -0.3699, 2.8922)
N (-0.3958, 0.1359, 1.9167)
H (-1.3645, -2.7969, 1.8925)
H (-1.4929, -4.2779, 2.8299)
H (-2.7417, -3.0395, 2.9772)
H (0.1783, -2.7542, 3.8574)
H (-1.1714, -3.0362, 4.9429)
H (-0.5613, -0.6411, 4.9516)
H (-2.1837, -0.8457, 4.2917)
C (-6.8124, -0.1155, -3.9297)
C (-5.6734, -0.9848, -3.4092)
C (-5.5812, -0.9941, -1.8793)
C (-5.3416, 0.3557, -1.3619)
N (-5.1555, 1.4182, -0.9788)
H (-6.6744, 0.9303, -3.6523)
H (-6.8603, -0.1614, -5.0172)
H (-7.7737, -0.4496, -3.5351)
H (-4.7292, -0.6319, -3.8281)
H (-5.8134, -2.0100, -3.7557)
H (-4.7645, -1.6373, -1.5509)
H (-6.5052, -1.3737, -1.4415)

Atomic forces in eV per Å
O -0.105 0.341 -0.078
C 0.288 -0.457 0.672
O -0.505 -0.087 0.207
C -0.245 0.763 -0.380
C 0.885 -0.424 -0.069
O -0.615 0.220 -0.396
C 0.007 1.548 0.887
O -0.120 -1.289 -0.988
O 0.457 -0.186 0.608
C -0.213 0.014 -0.720
C -0.774 -0.778 0.271
O 0.608 0.492 -0.061
I -0.030 0.218 0.125
H -0.001 -0.090 -0.561
H 0.352 -0.033 0.071
H 0.305 -0.317 0.275
H -0.069 0.211 0.350
H -0.420 -0.067 -0.196
H 0.434 -0.067 -0.237
H 0.258 -0.022 0.079
C -0.029 -0.044 -0.080
C -0.116 0.176 -0.060
C -0.094 -0.095 -0.241
C -0.203 0.027 0.424
N 0.197 0.016 -0.363
H 0.064 0.005 0.035
H -0.018 0.028 0.060
H -0.004 0.009 0.000
H 0.058 -0.055 0.039
H 0.073 -0.040 0.057
H 0.047 0.015 0.068
H 0.018 0.006 0.017
C 0.018 0.002 0.000
C -0.068 -0.200 -0.116
C 0.151 -0.173 -0.048
C -0.232 -0.097 0.383
N -0.289 0.157 -0.147
H -0.004 0.038 0.013
H -0.019 -0.009 0.009
H -0.005 -0.001 -0.009
H 0.021 0.060 0.047
H 0.020 0.084 0.051
H -0.020 0.066 0.006
H -0.020 0.037 -0.015
C 0.033 -0.006 -0.017
C -0.136 0.071 -0.174
C 0.099 0.089 -0.179
C -0.123 -0.444 -0.025
N 0.039 0.372 0.136
H -0.006 -0.007 0.050
H -0.020 -0.016 -0.002
H -0.010 0.012 0.000
H 0.045 -0.039 0.053
H 0.053 -0.035 0.075
H 0.000 -0.005 0.064
H -0.015 0.006 0.031